No. 1
This record from OMol25 describes one molecule with the formula C6H12O. The level of theory is ωB97M-V/def2-TZVPD.

```
19
Properties=species:S:1:pos:R:3
C -0.544 1.099 -1.710
C -0.410 -0.292 -1.115
O 0.778 -0.948 -1.583
C 1.381 -0.863 -0.292
C 0.073 -0.347 0.385
C -0.739 -1.154 1.433
C 0.292 0.992 1.082
H -0.744 1.063 -2.785
H -1.358 1.642 -1.218
H 0.385 1.659 -1.565
H -1.284 -0.905 -1.383
H 2.152 -0.075 -0.285
H 1.852 -1.812 -0.006
H -1.720 -1.461 1.058
H -0.947 -0.519 2.310
H -0.207 -2.024 1.827
H -0.664 1.479 1.309
H 0.916 1.660 0.493
H 0.788 0.808 2.045
```

Properties
- multiplicity = 1
- HOMO-LUMO gap (eV) = 10.4
- SMILES = C[C@H]1OCC1(C)C
- ΔE to the lowest compared entry with this formula, charge and spin (kJ/mol) = 140.4

=====

No. 2
This record from OMol25 describes a 9-piece molecular cluster, C30H39IN3O29P3S2 overall. The level of theory is ωB97M-V/def2-TZVPD.

```
107
Properties=species:S:1:pos:R:3
N -0.610 -1.474 5.312
P 0.120 -2.235 4.169
O 1.577 -2.897 4.688
O -0.816 -3.552 3.701
C 0.495 -1.099 2.742
C -0.394 -0.762 1.661
I -2.402 -1.583 1.683
C -0.030 0.153 0.484
P -1.245 0.512 -0.905
O -1.823 1.899 -0.867
C 1.278 0.769 0.420
P 1.893 1.932 -0.886
O 0.721 2.849 -1.578
O 3.046 2.995 -0.300
S 2.735 0.927 -2.329
C 2.229 0.450 1.544
N 3.500 0.888 1.710
S 4.188 0.318 3.097
N 2.878 -0.568 3.596
C 1.866 -0.461 2.705
H -0.789 -0.495 5.081
H 2.078 -3.018 3.851
H -0.276 -4.006 3.022
H -0.517 0.226 -2.112
H -2.340 -0.405 -0.900
H 0.861 2.890 -2.553
H 3.007 3.020 0.680
O 2.030 2.839 -4.667
C 2.028 1.962 -5.474
O 3.148 1.442 -6.041
C 2.753 0.279 -6.766
C 1.301 0.534 -7.044
O 0.909 1.356 -5.945
H 3.341 0.171 -7.678
H 2.911 -0.600 -6.136
H 1.144 1.088 -7.974
H 0.707 -0.389 -7.076
O -2.931 1.922 5.722
C -3.886 1.650 5.063
O -5.169 1.919 5.423
C -5.992 1.655 4.286
C -5.167 0.679 3.497
O -3.832 1.031 3.855
H -6.948 1.243 4.587
H -6.162 2.591 3.748
H -5.350 -0.358 3.790
H -5.320 0.775 2.426
O 7.484 1.067 3.628
C 7.856 0.115 4.241
O 9.039 0.039 4.901
C 9.011 -1.154 5.687
C 8.006 -2.006 4.969
O 7.144 -1.039 4.369
H 9.994 -1.616 5.729
H 8.694 -0.898 6.703
H 8.459 -2.614 4.183
H 7.451 -2.656 5.643
O -5.828 -1.324 0.765
C -6.272 -0.476 0.053
O -6.447 -0.612 -1.286
C -7.199 0.513 -1.733
C -6.911 1.546 -0.680
O -6.664 0.753 0.479
H -6.877 0.827 -2.725
H -8.256 0.238 -1.774
H -6.018 2.135 -0.902
H -7.749 2.222 -0.517
O -0.764 -1.300 -6.764
C -1.214 -1.339 -7.870
O -2.508 -1.079 -8.182
C -2.592 -1.001 -9.605
C -1.408 -1.808 -10.052
O -0.490 -1.647 -8.975
H -3.537 -1.409 -9.963
H -2.522 0.046 -9.906
H -1.641 -2.871 -10.161
H -0.982 -1.442 -10.984
O 10.682 -3.314 6.251
C 10.300 -3.772 7.283
O 11.110 -4.138 8.308
C 10.276 -4.416 9.431
C 8.957 -4.749 8.792
O 8.992 -3.994 7.583
H 10.677 -5.241 10.018
H 10.224 -3.525 10.061
H 8.867 -5.809 8.543
H 8.107 -4.457 9.408
O -8.958 1.525 3.851
C -9.618 1.520 4.844
O -9.854 2.616 5.612
C -10.854 2.260 6.562
C -10.716 0.765 6.647
O -10.228 0.419 5.354
H -10.676 2.752 7.517
H -11.831 2.570 6.180
H -9.984 0.454 7.397
H -11.664 0.269 6.851
O -0.292 1.171 -10.853
C 0.648 1.896 -10.967
O 1.845 1.700 -10.356
C 2.765 2.637 -10.913
C 1.863 3.725 -11.422
O 0.659 3.023 -11.723
H 3.464 2.992 -10.157
H 3.325 2.148 -11.713
H 1.650 4.483 -10.663
H 2.259 4.216 -12.310
```

Properties
- multiplicity = 1
- HOMO-LUMO gap (eV) = 6.5
- SMILES = N=P(O)(O)c1c(I)c([PH2]=O)c(P(O)(O)=S)c2nsnc12.O=C1OCCO1.O=C1OCCO1.O=C1OCCO1.O=C1OCCO1.O=C1OCCO1.O=C1OCCO1.O=C1OCCO1.O=C1OCCO1

=====

No. 3
This record from OMol25 describes a 7-piece molecular cluster, C37H65N2O16PS7 overall. The level of theory is ωB97M-V/def2-TZVPD.

```
128
Properties=species:S:1:pos:R:3
N -1.508 1.288 0.437
C -1.947 2.522 -0.280
C -0.925 2.885 -1.413
C -1.546 3.628 -2.634
C -1.669 2.789 -3.946
C -2.176 1.307 -3.720
C -3.580 1.234 -3.088
C -4.447 2.352 -3.256
C -5.716 2.361 -2.676
C -6.128 1.220 -1.920
C -5.323 0.102 -1.776
C -4.016 0.084 -2.363
P -3.074 -1.475 -2.083
O -2.893 -1.788 -0.475
O -1.647 -1.578 -2.867
S -4.188 -2.911 -2.781
C -7.532 1.539 -1.389
O -8.378 0.844 -0.934
N -7.686 2.972 -1.594
C -6.834 3.413 -2.682
O -7.020 4.339 -3.400
H -0.500 1.177 0.325
H -1.907 0.514 -0.090
H -2.984 2.426 -0.647
H -1.955 3.314 0.496
H -0.220 3.602 -0.937
H -0.307 2.005 -1.685
H -2.532 4.061 -2.372
H -0.888 4.495 -2.848
H -0.665 2.688 -4.403
H -2.309 3.310 -4.686
H -1.390 0.808 -3.141
H -2.273 0.882 -4.740
H -4.156 3.237 -3.835
H -5.680 -0.757 -1.190
H -3.320 -1.063 0.030
H -1.020 -1.062 -2.324
H -7.345 3.434 -0.749
O -3.831 -0.287 2.179
S -4.214 -0.511 3.550
O -5.469 -1.124 3.903
C -2.888 -1.386 4.362
C -1.973 -0.286 4.885
C -2.901 0.784 5.473
C -4.024 1.025 4.455
H -2.399 -2.052 3.653
H -3.321 -1.961 5.181
H -1.273 -0.670 5.626
H -1.393 0.142 4.063
H -3.327 0.420 6.412
H -2.365 1.706 5.694
H -4.966 1.273 4.940
H -3.756 1.805 3.743
O 1.164 -1.233 5.859
S 2.105 -2.142 5.249
O 3.497 -1.805 5.093
C 1.975 -3.727 6.067
C 0.890 -4.464 5.288
C 1.172 -4.182 3.807
C 1.440 -2.679 3.671
H 1.729 -3.581 7.117
H 2.938 -4.229 5.972
H 0.898 -5.532 5.505
H -0.095 -4.072 5.556
H 2.055 -4.744 3.492
H 0.343 -4.492 3.171
H 2.164 -2.467 2.887
H 0.521 -2.123 3.487
O -0.264 -3.252 -2.827
S 0.348 -4.141 -1.865
O -0.246 -4.392 -0.574
C 0.692 -5.701 -2.665
C 2.084 -5.524 -3.257
C 2.909 -4.812 -2.179
C 2.063 -3.652 -1.644
H -0.070 -5.908 -3.413
H 0.686 -6.477 -1.899
H 2.523 -6.480 -3.535
H 2.033 -4.899 -4.154
H 3.128 -5.512 -1.369
H 3.863 -4.456 -2.570
H 2.250 -3.467 -0.588
H 2.228 -2.739 -2.215
O 0.378 -8.376 -4.573
S 1.625 -9.052 -4.318
O 2.515 -8.642 -3.258
C 1.302 -10.802 -4.158
C 1.406 -11.336 -5.582
C 2.631 -10.651 -6.197
C 2.543 -9.160 -5.856
H 0.323 -10.957 -3.709
H 2.080 -11.226 -3.521
H 1.499 -12.422 -5.596
H 0.510 -11.067 -6.148
H 3.540 -11.075 -5.763
H 2.682 -10.805 -7.275
H 3.528 -8.718 -5.717
H 1.992 -8.607 -6.615
O 0.286 5.810 -1.212
S 1.455 5.433 -0.452
O 1.372 4.557 0.690
C 2.686 4.801 -1.582
C 3.469 6.036 -2.013
C 3.686 6.858 -0.737
C 2.346 6.922 0.004
H 2.199 4.288 -2.410
H 3.319 4.106 -1.030
H 4.413 5.766 -2.486
H 2.884 6.617 -2.732
H 4.429 6.365 -0.109
H 4.057 7.857 -0.959
H 2.477 6.945 1.092
H 1.752 7.778 -0.315
O 3.025 6.375 3.345
S 3.758 7.591 3.108
O 4.251 7.949 1.801
C 2.819 8.960 3.770
C 3.283 9.070 5.218
C 4.806 8.895 5.181
C 5.109 7.691 4.283
H 1.754 8.758 3.671
H 3.087 9.852 3.202
H 2.995 10.024 5.658
H 2.834 8.273 5.816
H 5.265 9.793 4.760
H 5.221 8.755 6.179
H 6.046 7.813 3.743
H 5.127 6.762 4.852
```

Properties
- multiplicity = 1
- HOMO-LUMO gap (eV) = 7.5
- SMILES = NCCCCCc1cc2c(cc1P(O)(O)=S)C(=O)NC2=O.O=S1(=O)CCCC1.O=S1(=O)CCCC1.O=S1(=O)CCCC1.O=S1(=O)CCCC1.O=S1(=O)CCCC1.O=S1(=O)CCCC1

=====

No. 4
This record from OMol25 describes an isolated ion of composition C5H11N2S2 and charge +1. The level of theory is ωB97M-V/def2-TZVPD.

```
20
Properties=species:S:1:pos:R:3
C -1.841 -0.591 -1.205
C -0.517 -0.509 -1.204
C -3.001 0.892 0.419
C 2.416 0.460 0.904
C 1.771 0.075 -0.458
N -2.775 -0.225 -0.271
N 0.328 0.074 -0.369
S -1.979 2.239 0.296
S -3.959 -1.501 0.153
H -2.234 -1.286 -1.900
H -0.056 -1.087 -1.982
H -3.951 0.838 0.929
H 1.853 1.333 1.207
H 2.287 -0.337 1.617
H 3.468 0.783 0.827
H 2.213 -0.820 -0.967
H 2.010 0.913 -1.065
H -0.033 0.908 0.130
H -2.475 3.158 1.190
H -4.750 -0.997 -0.800
```

Properties
- multiplicity = 1
- charge = +1
- HOMO-LUMO gap (spin up / spin down) (eV) = 7.6 / 7.6
- ΔE to the lowest compared entry with this formula, charge and spin (kJ/mol) = 281.7

=====

No. 5
This record from OMol25 describes one molecule with the formula C4H7I2N. The level of theory is ωB97M-V/def2-TZVPD.

```
14
Properties=species:S:1:pos:R:3
C -0.589 -0.231 -0.532
C -0.538 0.154 0.982
C -0.083 -1.726 -0.566
C -0.811 1.389 1.348
N 0.162 0.424 -1.741
I 3.954 1.022 -0.518
I 1.325 1.867 -1.481
H -1.601 -0.020 -0.848
H -0.037 -0.476 1.577
H 0.926 -1.867 -1.003
H -0.798 -2.553 -0.910
H 0.126 -1.947 0.462
H -1.355 2.255 0.838
H -0.680 1.708 2.392
```

Properties
- multiplicity = 1
- HOMO-LUMO gap (spin up / spin down) (eV) = 7.1 / 7.3
- ΔE to the lowest compared entry with this formula, charge and spin (kJ/mol) = 320.9

=====

No. 6
This record from OMol25 describes C41H27BrHfN9O5 as an isolated structure. The level of theory is ωB97M-V/def2-TZVPD.

```
84
Properties=species:S:1:pos:R:3
Hf -0.457 0.106 0.418
C -6.787 0.626 -1.636
C -6.726 1.820 -0.917
C -5.530 2.290 -0.380
C -4.409 1.518 -0.590
C -2.995 1.702 -0.109
N -2.442 3.003 -0.380
C -1.204 3.227 -0.397
C -0.603 4.572 -0.559
C -1.183 5.810 -0.745
C -0.321 6.899 -0.849
C 1.063 6.744 -0.764
C 1.636 5.492 -0.573
C 0.769 4.420 -0.477
C 1.007 2.984 -0.291
N 2.285 2.502 -0.142
C 2.508 1.248 -0.339
N 1.579 0.264 -0.671
C 2.288 -0.833 -1.058
N 1.844 -1.915 -1.644
C 0.542 -2.064 -1.887
N -0.480 -1.326 -1.436
C -1.656 -1.866 -1.996
N -2.851 -1.405 -1.943
C -3.113 -0.209 -1.333
N -2.254 0.576 -0.742
C -4.467 0.339 -1.307
C -5.650 -0.141 -1.844
C -1.305 -3.066 -2.778
C -2.082 -3.962 -3.478
C -1.407 -4.995 -4.128
C -0.020 -5.104 -4.078
C 0.754 -4.186 -3.371
C 0.070 -3.175 -2.727
C 3.728 -0.630 -0.799
C 4.814 -1.464 -0.964
C 6.059 -0.946 -0.613
C 6.196 0.359 -0.144
C 5.093 1.199 -0.005
C 3.864 0.665 -0.329
N -0.096 2.291 -0.264
H -7.737 0.301 -2.038
H -7.633 2.394 -0.774
H -5.481 3.215 0.177
H -2.256 5.925 -0.803
H -0.732 7.889 -0.996
H 1.696 7.617 -0.848
H 2.707 5.363 -0.503
H -5.679 -1.067 -2.401
H -3.158 -3.870 -3.513
H -1.972 -5.731 -4.684
H 0.463 -5.921 -4.599
H 1.832 -4.259 -3.326
H 4.704 -2.469 -1.348
H 6.943 -1.563 -0.716
H 7.182 0.727 0.108
H 5.193 2.222 0.333
C 1.239 -4.294 0.965
C 0.594 -3.111 1.661
C 0.530 -3.311 3.169
O 1.308 -1.895 1.342
C -0.817 -2.850 1.125
O -1.487 -3.705 0.607
O -1.204 -1.588 1.272
H 2.234 -4.468 1.382
H 1.332 -4.116 -0.105
H 0.640 -5.191 1.113
H 1.542 -3.367 3.579
H 0.026 -4.250 3.398
H -0.002 -2.501 3.662
H 2.166 -1.900 1.780
O -3.001 1.432 1.264
O -1.628 1.293 1.629
Br 2.012 1.388 7.011
C 1.457 1.065 5.252
C 2.269 1.417 4.187
C 1.815 1.153 2.908
N 0.638 0.574 2.647
C -0.142 0.262 3.690
C 0.228 0.479 5.003
H 3.229 1.890 4.335
H 2.435 1.428 2.068
H -1.102 -0.174 3.455
H -0.441 0.201 5.804
```

Properties
- multiplicity = 1
- charge = +1
- HOMO-LUMO gap (eV) = 6.9
- ΔE to the lowest compared entry with this formula, charge and spin (kJ/mol) = 0.0

=====

| no. | total energy (eV) |
| --- | --- |
| 1 | -8462.89910 |
| 2 | -153228.76446 |
| 3 | -160297.48891 |
| 4 | -30005.20858 |
| 5 | -21948.27504 |
| 6 | -137953.36683 |